(1)
12
Properties=species:S:1:pos:R:3 method="wB97M-V/def2-TZVPD" e_tot_ha=-265.42197 multiplicity=1 e_above_lowest_kcal_mol=71.3 homo_ev=-8.947 homo_lumo_gap_ev=9.62
C -1.17 0.85 -0.24
C -0.03 0.04 0.33
N 0.26 -1.13 -0.51
C 1.05 -2.12 -0.12
C 1.19 0.87 0.39
N 2.07 1.62 0.44
H -0.92 1.12 -1.27
H -2.07 0.23 -0.24
H -1.32 1.75 0.35
H -0.24 -0.30 1.36
H 0.21 -0.92 -1.50
H 0.98 -2.03 1.00



(2)
54
Properties=species:S:1:pos:R:3 method="wB97M-V/def2-TZVPD" e_tot_ha=-1796.74240 multiplicity=1 e_above_lowest_kcal_mol=8.4 homo_ev=-11.595 homo_lumo_gap_ev=9.03 total_charge=+1
La 0.65 0.05 0.16
O 3.68 0.21 -2.98
C 2.74 -0.23 -2.36
N 1.56 0.40 -2.03
C 1.17 1.47 -2.81
O 1.60 1.77 -3.89
C 0.05 2.30 -2.21
C -0.17 3.58 -2.73
C -1.15 4.37 -2.17
C -1.89 3.87 -1.11
C -1.63 2.59 -0.66
N -0.68 1.82 -1.20
C 2.84 -1.65 -1.82
C 3.84 -2.48 -2.33
C 3.88 -3.80 -1.91
C 2.93 -4.24 -1.00
C 2.00 -3.34 -0.52
N 1.95 -2.06 -0.92
H 0.45 3.91 -3.56
H -1.32 5.37 -2.54
H -2.67 4.46 -0.63
H -2.18 2.17 0.17
H 4.54 -2.07 -3.04
H 4.64 -4.47 -2.30
H 2.92 -5.27 -0.66
H 1.26 -3.65 0.20
N 1.56 -1.67 2.15
C 0.57 -2.30 3.02
C -0.53 -1.29 3.34
N -1.22 -0.83 2.13
C -2.29 -1.71 1.65
C -1.97 -2.32 0.29
N -1.64 -1.25 -0.66
H 2.29 -2.33 1.90
H 2.04 -0.92 2.65
H 1.00 -2.67 3.95
H 0.14 -3.16 2.50
H -0.07 -0.41 3.81
H -1.23 -1.72 4.06
H -1.60 0.09 2.34
H -3.23 -1.15 1.58
H -2.48 -2.52 2.37
H -2.81 -2.94 -0.04
H -1.09 -2.97 0.37
H -2.43 -0.63 -0.79
H -1.45 -1.64 -1.58
C 2.26 3.36 2.85
S 1.64 2.20 1.67
O 1.55 2.80 0.35
O 2.53 1.01 1.63
O 0.31 1.72 2.10
H 3.25 3.67 2.52
H 2.30 2.89 3.82
H 1.58 4.22 2.86



(3)
24
Properties=species:S:1:pos:R:3 method="wB97M-V/def2-TZVPD" e_tot_ha=-1134.07367 multiplicity=1 e_above_lowest_kcal_mol=36.5 homo_ev=-4.267 homo_lumo_gap_ev=7.63 total_charge=-1
C -2.48 1.35 -0.25
C -0.71 -1.85 0.75
C -1.15 1.31 0.50
C -0.32 -1.09 -0.51
C -0.23 0.42 -0.33
C 1.68 0.55 0.71
O 2.66 0.00 -1.66
O 2.59 -1.81 0.07
O 4.18 0.08 0.13
O 0.15 1.05 -1.51
F 1.87 1.87 0.98
F 1.56 0.01 1.93
S 2.92 -0.42 -0.29
H -2.91 0.32 -0.63
H -2.41 1.80 -1.26
H -3.22 1.82 0.19
H -1.64 -1.62 1.04
H -0.08 -1.74 1.61
H -0.82 -2.86 0.69
H -0.61 2.21 0.47
H -1.39 0.85 1.43
H -1.07 -1.15 -1.44
H 0.57 -1.60 -0.69
H 0.84 0.53 -1.93



(4)
89
Properties=species:S:1:pos:R:3 method="wB97M-V/def2-TZVPD" e_tot_ha=-3097.16458 multiplicity=1 homo_ev=-13.075 homo_lumo_gap_ev=6.11 total_charge=+2
Rh -0.95 -0.46 0.60
C -2.25 1.75 4.88
N -2.96 0.99 3.85
C -4.32 1.06 3.62
C -4.60 0.20 2.62
N -3.41 -0.41 2.25
B -3.28 -1.64 1.31
N -4.06 -1.46 -0.01
C -5.33 -1.95 -0.28
C -5.60 -1.70 -1.57
N -4.48 -1.07 -2.11
C -4.34 -0.68 -3.51
C -3.56 -0.95 -1.14
S -2.01 -0.20 -1.41
C -2.42 0.08 3.02
S -0.74 -0.38 2.94
H -2.68 1.52 5.85
H -2.35 2.81 4.67
H -1.20 1.46 4.87
H -4.95 1.72 4.19
H -5.53 -0.03 2.14
H -2.09 -1.68 0.99
H -3.57 -2.67 1.85
H -5.92 -2.43 0.48
H -6.47 -1.91 -2.18
H -5.32 -0.42 -3.89
H -3.92 -1.50 -4.08
H -3.68 0.19 -3.57
C 4.21 -2.87 -3.33
C 4.70 -2.27 -2.18
C 3.84 -1.92 -1.15
C 2.49 -2.21 -1.29
C 1.98 -2.81 -2.44
C 2.86 -3.15 -3.45
Sb 1.23 -1.84 0.32
C 2.37 -1.05 1.88
C 2.40 -1.68 3.12
C 3.11 -1.11 4.17
C 3.78 0.09 3.99
C 3.76 0.72 2.75
C 3.05 0.16 1.70
C 0.69 -3.73 1.02
C 1.69 -4.55 1.54
C 1.38 -5.82 1.99
C 0.08 -6.29 1.91
C -0.92 -5.49 1.36
C -0.61 -4.21 0.91
H 4.89 -3.13 -4.13
H 5.76 -2.07 -2.08
H 4.23 -1.45 -0.25
H 0.93 -3.04 -2.53
H 2.48 -3.63 -4.35
H 1.88 -2.62 3.29
H 3.14 -1.61 5.13
H 4.34 0.53 4.80
H 4.30 1.65 2.60
H 3.06 0.65 0.73
H 2.72 -4.20 1.59
H 2.16 -6.45 2.40
H -0.16 -7.28 2.26
H -1.93 -5.86 1.28
H -1.39 -3.61 0.47
C 1.23 0.86 -1.96
C 0.94 1.57 -0.68
N 0.03 1.27 0.25
C 0.08 2.28 1.20
C 1.01 3.19 0.83
N 1.55 2.73 -0.35
C 2.55 3.42 -1.17
N 2.01 3.92 -2.38
N 2.51 3.42 -3.56
N 1.92 3.98 -4.53
C 1.00 4.89 -4.03
C 0.11 5.74 -4.70
C -0.70 6.53 -3.93
C -0.64 6.48 -2.51
C 0.22 5.66 -1.84
C 1.05 4.86 -2.64
H 0.62 -0.03 -2.04
H 2.28 0.57 -2.04
H 1.01 1.50 -2.81
H -0.57 2.29 2.06
H 1.34 4.10 1.30
H 3.33 2.71 -1.45
H 2.99 4.20 -0.55
H 0.09 5.77 -5.78
H -1.41 7.20 -4.40
H -1.30 7.13 -1.95
H 0.26 5.64 -0.76



(5)
16
Properties=species:S:1:pos:R:3 method="wB97M-V/def2-TZVPD" smiles=CC.CC e_tot_ha=-159.56761 multiplicity=1 e_above_lowest_kcal_mol=10.9 homo_ev=-11.344 homo_lumo_gap_ev=12.51
C -0.22 1.30 -0.82
C 0.27 2.13 -1.99
H 0.09 0.27 -0.72
H 0.06 1.86 0.07
H -1.31 1.19 -0.76
H 1.32 2.43 -1.82
H -0.25 3.08 -2.00
H 0.39 1.63 -2.95
C -0.45 -1.51 1.99
C 0.36 -1.97 0.76
H -1.41 -1.06 1.77
H -0.58 -2.37 2.65
H 0.18 -0.78 2.50
H 0.15 -1.30 -0.07
H 1.41 -2.00 1.04
H -0.01 -2.91 0.36



Number 1: lowest unoccupied orbital energy 0.68 eV. Number 2: lowest unoccupied orbital energy -2.56 eV. Number 3: lowest unoccupied orbital energy 3.36 eV. Number 4: lowest unoccupied orbital energy -6.97 eV. Number 5: lowest unoccupied orbital energy 1.17 eV.